DFT (ωB97M-V/def2-TZVPD) results for C53H39N4O5S4Zr as an isolated structure.

Properties
Total charge   -1
Total energy   -4277.8441 Ha
HOMO-LUMO gap   3.94 eV
HOMO level   -3.34 eV

CARTESIAN COORDINATES (ANGSTROEM)
Zr 0.00000 0.00000 0.00000
S 0.00000 -0.48320 -2.46230
S -1.35340 -2.18100 0.00000
S 1.36270 -2.19570 0.00000
S 0.00000 2.02160 -1.53750
O 0.69870 -1.74260 -2.03680
O -1.87990 0.75910 0.33990
O 1.88970 0.70810 0.50960
O -0.90230 2.49910 -0.43640
O -4.87180 0.38250 -0.06030
N -0.15410 -6.34620 -1.07620
N 0.12490 -5.07060 3.18620
N 1.42970 -0.12760 2.61140
N 0.16960 -0.38760 2.06500
C 2.65350 2.62830 -2.15450
C -4.90290 -0.44550 2.07630
C -0.77560 0.02170 2.84170
C -1.62070 -1.01950 -3.08380
C -3.03210 4.42120 -6.08300
C -3.20380 3.76520 -7.29730
C 6.24190 1.43260 2.80150
C 2.94540 4.47940 -0.09380
C -3.06490 -2.69290 -4.08620
C 5.39510 0.77050 3.68830
C 0.06640 -4.77890 2.06330
C -4.16610 -1.83700 -3.97100
C -5.52260 -2.24940 -4.46060
C 1.48560 -1.05110 -4.70060
C -2.20860 -0.11590 2.49520
C -0.08910 -5.48580 -0.29850
C -0.00770 -4.48020 0.68700
C -4.37620 -0.80070 3.31040
C 1.53560 2.79990 -6.40850
C -3.98440 -0.56870 -3.41160
C -4.24910 1.08020 -1.12910
C -3.02150 -0.62450 3.52560
C 5.39380 4.77420 -0.63680
C -2.68710 0.27820 1.21230
C 4.08730 0.45420 3.30380
C -2.07290 4.57230 -3.87790
C -0.51730 2.23430 -4.31090
C 2.16780 0.41780 1.68760
C -2.18350 3.90240 -5.09200
C 1.40140 1.51090 -5.82560
C 1.54870 2.94140 -1.35470
C 1.70630 3.87200 -0.32190
C 4.04960 4.15870 -0.89020
C -1.31480 4.03220 -2.85030
C -0.57060 2.85610 -3.03840
C 0.00000 -3.05780 0.26060
C 2.99760 0.74310 -7.53460
C -1.67840 2.05460 -6.55350
C 2.20000 0.48910 -6.40650
C 2.20650 -0.78630 -5.85500
C -4.09290 0.09290 1.04860
C 0.66380 -0.07650 -4.10810
C -1.80260 -2.29050 -3.63780
C 2.34040 3.04690 -7.52500
C -1.44500 2.70790 -5.31590
C -2.72530 -0.16910 -2.95890
C 3.06150 2.01260 -8.09800
C 0.52300 1.20120 -4.70940
C 4.47230 1.46040 1.15210
C -2.53590 2.57270 -7.52820
C 3.89020 3.23930 -1.93140
C 5.78100 1.77800 1.53280
C 3.59900 0.79100 2.02950
H 3.68200 2.19330 -8.97130
H -6.28980 -1.99020 -3.72300
H 5.39390 5.37630 0.27770
H 5.67630 5.42120 -1.47290
H -1.18880 1.10800 -6.77860
H 3.43160 -0.06340 3.99930
H -3.57840 5.34780 -5.91160
H -5.96370 -0.57660 1.88760
H 6.42610 2.29480 0.83050
H -0.96590 -2.98120 -3.71210
H 0.87310 4.10730 0.33740
H 1.58650 -2.03710 -4.24810
H 1.00360 3.65390 -5.99230
H 0.00000 1.61170 1.02790
H -1.34420 4.51310 -1.87310
H -0.55190 0.46720 3.82570
H 2.81680 -1.57960 -6.28290
H -2.57470 -0.90370 4.47340
H 3.58660 -0.05430 -7.98520
H 4.73690 2.97000 -2.56000
H -5.03160 1.30260 -1.86290
H 4.11690 1.73580 0.16170
H 6.15030 3.99130 -0.51630
H -3.86600 4.17820 -8.05300
H -2.63480 0.80950 -2.49640
H 2.39460 4.04880 -7.94300
H -2.63340 5.48620 -3.68920
H -3.84840 2.04690 -0.80750
H -2.67510 2.04080 -8.46570
H -5.74960 -1.74470 -5.40480
H -4.82560 0.11440 -3.31150
H -3.18280 -3.68580 -4.51460
H 7.25570 1.67910 3.09720
H -5.01150 -1.21190 4.08430
H 5.73970 0.49590 4.67940
H 2.58880 1.88120 -2.93820
H 3.04480 5.18490 0.72820
H -5.57670 -3.33070 -4.62250
H -3.51320 0.45640 -1.64490